Entry from OMol25: a 4-piece molecular cluster, C28H58FN2O13PS3 overall at a distorted geometry (wB97M-V/def2-TZVPD).

Last column: Mulliken charge in e.
Element x y z (Å)
H 2.88198 -1.26244 5.05817  0.382
O 2.54867 3.57814 -3.06758  -0.085
C -3.27053 -5.76683 -2.26568  -1.000
H -3.71266 -2.03823 -4.12620  0.280
N -4.73118 0.09322 4.77832  -0.650
H 4.41149 2.72100 -1.36472  0.254
C -2.40148 5.09020 -0.76562  -0.568
C -4.16830 -1.30784 2.74874  -1.075
H 5.37344 0.55479 2.46489  0.369
H 3.40696 -3.39334 6.12321  0.414
H -0.29541 -2.43882 2.35504  0.338
H 0.69530 -3.56945 -0.24641  0.381
H -2.80215 -0.40373 4.16639  -0.135
O 0.40869 -0.96134 4.43733  -0.547
C -0.97103 -1.49907 0.45607  -0.379
C 3.12540 -0.51906 2.40749  -1.308
H -5.21438 0.97055 4.65263  0.259
H -2.40761 5.32822 -4.85111  0.309
C -2.93889 -2.85361 -5.97831  -0.994
H 0.67868 3.49631 -3.87973  0.023
O 3.61716 5.78579 -2.87407  -0.662
H -1.38750 -2.21615 -0.26964  0.127
H 5.35485 4.21498 -1.11976  0.495
H -0.78358 -4.06606 0.62690  0.365
C 0.07487 -2.23267 1.34206  0.092
H -2.50302 -6.12855 -1.58425  0.368
C 3.27921 -2.07101 4.44694  0.182
H -0.90615 4.59685 0.70901  0.434
H -0.24790 1.50961 0.91343  0.304
P 0.47200 0.14648 3.18553  0.228
C -3.76073 -0.15261 3.69553  0.135
H -0.90533 3.53433 -0.69454  -0.011
H -2.27110 -2.23317 2.98541  0.205
H -2.54045 6.09151 -0.36113  0.284
H -4.92000 -2.77845 -5.16355  0.272
O -2.53274 5.21144 -2.19790  -0.269
O -2.52123 -3.26660 -2.19101  -0.539
H 3.64244 4.15973 -0.62028  0.205
H 2.77378 1.06053 0.60044  0.241
S -2.61205 -4.36522 -3.10381  1.170
H 1.49907 5.02304 -4.15749  0.363
C 3.57155 -3.26740 5.05822  -1.004
C 1.78155 0.59457 0.63677  -1.643
H -3.21334 -2.82418 1.57765  0.148
C 4.29303 -4.05489 2.93963  -0.649
C 4.37154 3.80756 -1.34497  -0.906
H -2.00224 0.02546 1.69599  -0.005
C 3.44271 -1.83487 3.10610  0.391
H 1.96472 2.77863 1.79794  0.287
C -2.19653 -0.92898 1.20625  -0.344
C 1.63966 3.94065 -4.12970  -0.034
O -3.84489 -4.11961 -4.08117  -0.324
H -3.67133 0.76260 3.10149  0.294
C -3.21389 4.66257 -4.55307  -0.993
O -1.52713 3.20453 -3.20575  -0.574
H 1.60520 -4.05897 2.39530  -0.128
C 2.10240 3.41215 -5.47400  -1.206
C -1.03679 4.56471 -0.37143  -0.474
H -0.54968 -0.68424 -0.14206  0.054
H 3.02087 3.90156 -5.79777  0.359
O -3.91566 3.19884 -2.50982  -0.658
H 0.31657 1.85853 4.46944  0.343
H -3.09296 -1.95493 -6.57653  0.390
H -4.15522 -5.46258 -1.71249  0.313
H 4.14501 -2.77614 1.27399  0.218
H -4.14134 5.21063 -4.41145  0.345
C 0.99837 -4.60189 1.66601  0.110
F 1.83778 -5.40320 0.88098  -0.386
C 0.75434 1.75688 0.55172  -0.985
H 5.13278 1.34961 4.01270  0.295
H 4.71901 -4.86934 2.35794  0.373
S 3.91268 4.38790 -2.94456  1.167
O 4.84467 3.87964 -3.90103  -0.625
H -3.51133 -6.53207 -2.99904  0.373
H 4.54576 2.18035 2.58988  0.233
H -3.34688 3.87857 -5.29571  0.372
H -3.08480 -3.73106 -6.60880  0.274
H -5.39041 -0.66646 4.87833  0.238
H 2.30779 2.34297 -5.41607  0.296
H 1.76982 3.52607 0.40195  0.187
C 4.08524 -4.28508 4.27920  -0.413
H -2.94205 -0.70204 0.42418  0.665
H 1.33892 3.58856 -6.23267  0.394
N 1.24468 3.04237 1.12641  -0.427
C -3.89695 -2.87428 -4.80336  -0.286
H 4.32331 -5.24072 4.73666  0.399
C -2.89000 -1.93216 2.13220  -0.312
H -0.24949 5.15667 -0.84184  0.204
S -2.77605 3.88388 -3.03521  1.171
H -1.90240 -2.86361 -5.64253  0.289
H -3.20192 4.46664 -0.36340  0.371
H 1.68919 0.01351 -0.28666  0.421
H 0.66941 -0.55072 5.27755  0.328
C 0.22470 -3.65235 0.73794  -1.150
C 4.67587 1.18154 3.02779  -0.896
O -1.48062 -4.77900 -3.87112  -0.645
C 1.64832 -0.41451 1.81831  2.317
C 3.97422 -2.86174 2.34356  -0.254
O 3.40796 0.58174 3.24680  -0.336
H 0.63496 1.96754 -0.52058  0.650
H -4.87541 -0.97587 1.98171  0.237
H 0.29731 -5.26358 2.18612  0.347
O 0.84458 1.68401 3.67853  -0.476
H 3.77670 -0.50267 1.51920  0.828
O 1.40602 -1.70422 1.29580  -0.329
H -4.64847 -2.06055 3.39175  0.523

Values from the calculation:
- LUMO: 0.33 eV
- Largest force on an atom: 4.72 eV/A
- SMILES: CO[C@@H](c1ccccc1)[C@@](CCN)(O[C@H](CCF)CCCCCN)P(O)O.CCOS(C)(=O)=O.CCOS(C)(=O)=O.CCOS(C)(=O)=O
- Total energy: -3824.99555 hartree


Entry from OMol25: C28H58GeN3O3RuSSbSe4Si2 as an isolated structure (wB97M-V/def2-TZVPD).

Last column: Mulliken charge in e.
Element x y z (Å)
S -0.04743 1.30734 -1.23702  -0.987
Ge 0.41906 -3.56754 2.41092  0.519
C 0.80310 -4.82286 -3.92064  -0.967
H 0.48982 -5.28835 -4.84949  0.359
H -4.27950 -3.22370 -2.21413  0.349
H -2.62996 2.65182 -2.40692  0.170
C -3.34718 4.83226 0.18201  -1.568
H 2.48180 4.98836 -0.91588  0.462
H -2.93721 0.82423 4.14216  0.524
H -2.22661 -0.33245 3.00072  0.092
H -1.93347 -1.66602 -4.42515  0.330
Si -2.13739 -2.00743 -1.94145  -0.197
H -2.98102 -4.17779 -2.94290  0.346
H -2.33439 5.20619 0.32054  0.030
C 2.41518 -4.50591 -2.19116  -0.519
H 0.70788 1.80941 3.98178  0.278
H -0.65992 -5.34745 0.92596  0.349
H 2.70041 -5.84168 -3.86085  0.346
Se 6.23504 0.28879 1.24710  -0.626
H 5.27907 -0.58829 -1.56077  0.117
C 0.91746 5.72011 1.22409  -1.981
C -1.23165 1.59327 3.04974  1.860
Se 5.61853 -2.85816 0.85432  -0.583
N 3.89929 -0.13796 -3.06773  0.251
H 0.80196 5.20949 -1.45072  0.293
H 1.51632 3.58497 -1.41808  0.187
C -0.04516 -3.91730 -3.30451  -0.183
H 1.59250 3.31818 2.32828  0.126
N 1.50966 -0.58220 -3.55759  -0.572
H 1.87892 -3.11574 -0.65426  0.434
H 0.25031 6.38820 0.67460  0.352
H -0.99174 -3.68445 -3.77369  0.179
H -3.22777 -0.68149 -3.71551  0.388
H 2.19063 -5.33789 2.22017  0.384
H -3.19629 1.01678 2.38930  0.025
H 4.09084 -1.84387 -1.88304  -0.109
H 1.90700 6.17854 1.28132  0.411
H -0.75275 -2.78022 4.54062  0.330
Se 3.72467 -1.24538 4.26388  -0.663
Sb 4.29752 -1.07467 1.93257  0.772
C -2.99032 -0.95022 -0.63032  0.715
O -0.71783 1.45515 1.72527  1.043
C 0.31495 -3.27171 -2.10726  -0.269
H 5.21205 0.69028 -4.49413  0.321
C 1.57325 -3.60117 -1.57333  0.062
N -0.52292 -2.39090 -1.44490  0.824
H -0.72060 3.68783 3.24424  0.120
C 2.62539 -0.38108 -3.32032  0.432
C 1.48213 4.54727 -0.90847  -1.607
H -3.16910 -4.14351 -1.18838  0.300
C 1.91902 3.42673 1.29179  -1.514
H -3.82199 -1.51099 -0.19003  0.513
C -0.31294 -2.04379 1.43002  -0.108
H -2.38528 3.40317 2.72191  0.119
H -1.52501 -0.21556 -3.50495  0.165
C -0.81043 -5.04788 1.96576  -1.413
H -0.50237 -1.25029 2.16073  -0.406
C -4.72710 2.91353 -0.62858  -1.740
Si -0.92289 2.31932 0.34851  -1.111
C -2.21302 -1.06274 -3.55962  -0.957
C 4.55148 0.99889 -3.67402  -1.073
H 0.26406 0.14552 3.65910  0.018
H 2.91037 -3.84641 2.83015  0.314
C -3.31466 3.48370 -0.53467  1.782
H 5.42509 -1.59079 -3.03127  0.298
Se 2.47199 -0.17544 0.51719  -0.407
H -1.92339 3.11120 4.41281  0.580
C 2.04177 -5.13194 -3.37541  -0.664
H 0.35891 -4.11769 4.90281  0.405
H 0.52874 5.60052 2.23680  0.350
H 2.93832 3.81927 1.29293  0.604
H -3.39580 -0.04744 -1.09003  -0.594
C -2.71427 3.63031 -1.93190  -1.338
H -0.62412 -5.91307 2.60635  0.425
C -0.12888 1.10959 3.98323  -1.228
H 3.37471 -4.72278 -1.73383  0.396
H -2.37772 -0.60388 0.20251  -0.749
H 5.14998 1.51631 -2.92061  0.318
H 3.80397 1.68758 -4.06189  0.348
H 2.60078 -4.03752 1.09752  -0.012
O -0.34776 3.86822 0.50901  0.689
H -3.81693 4.72236 1.16236  0.306
H -4.71355 1.95864 -1.15480  0.304
H 1.00173 -2.48796 4.63318  0.226
C 4.72376 -1.09715 -2.34863  -0.423
H -1.27717 -2.42729 1.07950  -0.050
C -3.23838 -3.53912 -2.09680  -1.222
H -3.92511 5.55550 -0.40001  0.533
H -3.33995 4.27963 -2.54997  0.513
C 0.23363 -3.19839 4.32593  -1.211
Ru 0.26637 -0.94930 -0.21487  2.026
H -1.71274 4.05995 -1.87323  0.108
C 2.21829 -4.25257 2.09250  -0.857
O -2.56653 2.55266 0.23428  -0.321
H -0.50349 1.01007 5.00496  0.402
C 0.99483 4.36511 0.52635  2.092
H -1.85198 -4.74245 2.08568  0.366
H -5.38724 3.60156 -1.16266  0.392
C -1.58918 3.04263 3.37473  -1.469
H 1.94151 2.43486 0.83870  0.084
H -5.12537 2.74599 0.37395  0.339
C -2.47857 0.71854 3.15552  -1.401

Values from the calculation:
- Energy relative to the best compared isomer or geometry (same formula, charge and spin): 7.23 kJ/mol
- LUMO (alpha / beta): 4.02 / 3.57 eV
- Largest force on an atom: 0.70 eV/A
- Net charge: -2
- Total energy: -14486.97698 hartree
- Multiplicity: 5